Density functional theory data (wB97M-V/def2-TZVPD) for a molecular structure, C42H34Cl3F6N3O6PS2Ti.

The calculation puts the energy at -168809.9634 eV. As for the HOMO energy (spin up / spin down): -7.4476 / -7.4326 eV. As for the HOMO-LUMO gap (spin up / spin down): 7.0 / 7.0 eV. The LUMO energy (spin up / spin down) comes out at -0.0168 / -0.0176 Ha. Its expectation value of S² is 0.7532.

The geometry in ORCA input format:
```
! wB97M-V def2-TZVPD RIJCOSX def2/J DEFGRID3
* xyz 0 2
Ti 0.02 -0.83 -0.62
Cl -3.35 -1.52 -3.94
C -3.18 -2.46 -2.50
C -4.01 -3.60 -2.31
C -3.92 -4.34 -1.18
Cl -4.97 -5.72 -0.98
C -2.99 -4.00 -0.16
C -2.86 -4.65 1.09
C -1.99 -4.16 2.01
C -1.19 -3.04 1.67
N -1.24 -2.45 0.51
C -2.16 -2.90 -0.39
C -2.26 -2.11 -1.57
O -1.48 -1.03 -1.63
H -4.72 -3.86 -3.08
H -3.47 -5.52 1.30
H -1.88 -4.61 2.98
H -0.50 -2.63 2.40
F 3.68 -2.75 3.14
C 2.40 -2.79 2.85
F 1.91 -3.98 3.14
F 1.75 -1.88 3.55
S 2.24 -2.40 1.02
O 1.33 -1.22 0.99
O 3.57 -2.18 0.56
N 1.56 -3.73 0.47
S 1.27 -3.70 -1.09
O 0.23 -4.57 -1.50
O 1.21 -2.27 -1.52
C 2.82 -4.33 -1.92
F 3.46 -5.12 -1.08
F 2.43 -5.03 -2.98
F 3.61 -3.35 -2.30
C 3.67 1.87 2.79
C 3.93 2.63 1.49
C 4.44 1.73 0.38
C 2.71 3.45 1.07
C 2.55 4.72 1.91
O 1.21 4.67 2.40
C 0.67 3.52 1.91
N 1.40 2.76 1.21
C -0.78 3.41 2.27
C -1.22 4.41 3.15
C -2.54 4.56 3.51
C -3.48 3.71 2.96
C -3.06 2.71 2.10
C -1.72 2.51 1.74
P -1.59 0.98 0.62
C -2.66 1.63 -0.74
C -3.65 0.92 -1.41
C -4.35 1.51 -2.46
C -4.05 2.80 -2.87
C -3.03 3.50 -2.23
C -2.34 2.92 -1.18
C -2.56 -0.07 1.80
C -3.73 -0.79 1.56
C -4.29 -1.58 2.55
C -3.70 -1.68 3.80
C -2.53 -0.98 4.05
C -1.97 -0.19 3.06
H 4.56 1.32 3.10
H 2.86 1.15 2.65
H 3.39 2.53 3.61
H 4.71 3.37 1.69
H 3.71 0.96 0.13
H 5.36 1.23 0.67
H 4.63 2.30 -0.53
H 2.83 3.70 0.01
H 2.67 5.64 1.34
H 3.23 4.74 2.76
H -0.48 5.09 3.55
H -2.83 5.35 4.19
H -4.53 3.81 3.19
H -3.82 2.05 1.69
H -3.86 -0.11 -1.18
H -5.11 0.93 -2.97
H -4.59 3.25 -3.69
H -2.76 4.49 -2.57
H -1.55 3.48 -0.71
H -4.21 -0.76 0.59
H -5.20 -2.13 2.33
H -4.15 -2.29 4.57
H -2.05 -1.04 5.02
H -1.06 0.36 3.28
Cl 0.31 -1.06 -4.15
C 0.11 0.67 -4.08
C -0.47 1.30 -5.18
C -0.64 2.68 -5.19
C -0.23 3.40 -4.08
C 0.33 2.74 -2.99
C 0.51 1.35 -2.96
C 1.08 0.67 -1.78
H -0.78 0.69 -6.02
H -1.10 3.16 -6.04
H -0.34 4.48 -4.06
H 0.65 3.32 -2.13
H 1.40 1.42 -1.07
H 1.97 0.11 -2.10
*
```


Density functional theory data (wB97M-V/def2-TZVPD) for 14 unconnected molecules or ions with the total composition C23H77N25O14.

The calculation puts the energy at -91017.9317 eV. As for the HOMO energy: -8.5501 eV. As for the HOMO-LUMO gap: 8.6 eV. The LUMO energy comes out at 0.0013 Ha.

The geometry in ORCA input format:
```
! wB97M-V def2-TZVPD RIJCOSX def2/J DEFGRID3
* xyz 0 1
C -4.35 -4.40 4.48
C -4.04 -4.26 3.05
C -4.37 -2.88 2.43
O -5.80 -2.93 2.19
C -6.13 -3.45 0.87
N -2.60 -4.46 3.09
H -3.79 -3.80 5.20
H -4.37 -5.39 4.92
H -5.32 -4.08 4.85
H -4.68 -4.89 2.43
H -3.75 -2.73 1.55
H -3.98 -2.05 3.02
H -5.80 -2.91 -0.02
H -7.21 -3.39 0.80
H -5.86 -4.51 0.78
H -2.15 -3.58 3.33
H -2.24 -5.07 3.82
C 3.96 -4.30 0.80
C 5.43 -3.79 0.75
C 6.32 -4.48 1.91
O 6.30 -3.94 3.21
C 7.47 -4.06 3.94
N 5.97 -4.13 -0.55
H 3.99 -5.34 0.48
H 3.34 -3.72 0.10
H 3.61 -4.15 1.82
H 5.51 -2.70 0.70
H 7.37 -4.62 1.66
H 6.03 -5.52 2.07
H 7.90 -5.06 4.05
H 7.26 -3.71 4.95
H 8.15 -3.37 3.43
H 6.09 -5.13 -0.63
H 5.54 -3.75 -1.38
C 3.67 5.16 -7.02
C 2.26 5.50 -6.41
C 2.28 6.23 -5.01
O 2.49 5.26 -3.93
C 2.71 5.72 -2.58
N 1.47 6.26 -7.39
H 4.21 4.53 -6.32
H 4.15 6.13 -7.14
H 3.76 4.69 -8.00
H 1.73 4.57 -6.17
H 1.39 6.83 -4.83
H 3.05 6.97 -5.19
H 2.77 4.88 -1.89
H 1.94 6.35 -2.14
H 3.74 6.06 -2.49
H 2.06 7.08 -7.40
H 0.64 6.65 -6.98
C -3.24 2.39 3.85
O -3.62 2.72 2.71
N -4.07 2.32 4.82
N -2.00 2.13 4.13
H -3.72 1.88 5.66
H -5.04 2.41 4.58
H -1.27 2.40 3.49
H -1.76 1.80 5.06
C 0.84 5.95 3.28
O 0.63 5.15 2.44
N 1.23 7.22 3.13
N 0.65 5.76 4.55
H 1.62 7.48 2.24
H 1.23 7.75 3.99
H 0.61 6.51 5.22
H 0.15 4.91 4.78
C -1.63 2.37 -5.55
O -1.79 1.83 -4.47
N -1.17 1.78 -6.55
N -2.01 3.58 -5.79
H -1.01 0.78 -6.62
H -1.24 2.22 -7.45
H -2.30 4.13 -4.99
H -2.07 3.89 -6.75
C -1.92 -7.32 -1.77
O -0.76 -7.06 -1.57
N -2.95 -6.67 -1.22
N -2.40 -8.26 -2.55
H -2.68 -5.97 -0.54
H -3.78 -7.21 -1.07
H -3.36 -8.54 -2.43
H -1.83 -8.78 -3.21
C -1.03 -3.72 -5.41
O -0.88 -3.06 -6.47
N -0.24 -3.81 -4.39
N -2.04 -4.54 -5.19
H 0.62 -3.29 -4.52
H -0.23 -4.39 -3.57
H -2.69 -4.80 -5.92
H -2.17 -4.96 -4.28
C 5.19 -0.15 4.91
O 6.33 0.10 5.30
N 4.37 -0.90 5.60
N 4.62 0.45 3.96
H 3.46 -1.19 5.30
H 4.80 -1.17 6.47
H 5.10 1.21 3.49
H 3.81 0.01 3.55
C -3.75 6.38 -1.36
O -3.01 6.87 -2.22
N -5.06 6.48 -1.47
N -3.30 5.73 -0.34
H -5.26 7.14 -2.20
H -5.77 6.18 -0.81
H -3.97 5.14 0.14
H -2.30 5.64 -0.23
C -6.28 1.72 -1.22
O -7.02 1.54 -2.19
N -6.75 2.05 -0.06
N -4.96 1.75 -1.19
H -6.21 1.83 0.76
H -7.76 2.11 -0.06
H -4.52 1.79 -0.28
H -4.31 1.32 -1.83
C 4.04 0.09 -3.36
O 3.59 -1.04 -3.60
N 5.29 0.28 -2.97
N 3.35 1.12 -3.30
H 5.83 -0.56 -3.09
H 5.64 1.18 -2.68
H 3.72 2.06 -3.26
H 2.37 0.96 -3.47
C -0.17 -2.76 7.12
O -0.89 -1.87 7.43
N 0.05 -3.76 7.94
N 0.55 -2.82 6.02
H -0.79 -3.76 8.51
H 0.60 -4.54 7.62
H 1.02 -3.71 6.03
H 0.69 -2.18 5.24
C 0.19 -0.18 0.53
O 0.62 -0.56 1.64
N -0.33 -0.93 -0.37
N -0.06 1.06 0.25
H -0.51 -1.90 -0.14
H -0.70 -0.58 -1.24
H 0.16 1.85 0.85
H -0.55 1.26 -0.61
*
```


Density functional theory data (wB97M-V/def2-TZVPD) for C4H6ClF3 in the gas phase.

The calculation puts the energy at -24920.0043 eV. As for the HOMO energy: -11.2297 eV. As for the HOMO-LUMO gap: 12.0 eV. The LUMO energy comes out at 0.0293 Ha. The structure (SMILES) is CC(F)(F)[C@](C)(F)Cl.

The geometry in ORCA input format:
```
! wB97M-V def2-TZVPD RIJCOSX def2/J DEFGRID3
* xyz 0 1
C -0.66 1.54 0.07
C -0.78 0.05 0.63
F -1.80 -0.53 -0.02
F -1.02 0.06 2.01
C 0.53 -0.77 0.43
C 0.86 -0.97 -1.07
F 0.32 -1.99 1.08
Cl 1.78 0.17 1.27
H -1.19 2.14 0.77
H 0.44 1.88 -0.12
H -1.17 1.49 -0.90
H 0.08 -0.29 -1.53
H 1.94 -0.74 -1.39
H 0.69 -2.04 -1.24
*
```